No. 1
ORCA calculation (ωB97M-V/def2-TZVPD) on a cluster of 13 separate species, C26H78O26 in total at a distorted geometry.

Element x y z (Å)
C1 -0.4138 1.2262 0.2596
C2 1.1529 1.0158 0.3329
O1 1.5685 -0.0229 -0.5319
O2 -1.0108 0.2735 1.1990
H1 -0.9375 1.0634 -0.6824
H2 -0.5036 2.2263 0.6835
H3 1.5440 0.8317 1.3335
H4 1.7286 1.8787 -0.0021
H5 1.7091 0.4075 -1.3784
H6 -0.6056 -0.5526 0.9253
C3 -2.3465 5.8088 -1.8684
C4 -2.1585 4.4994 -1.0059
O3 -0.8617 4.1225 -0.7191
O4 -1.3435 6.0576 -2.8515
H7 -2.0665 6.5959 -1.1683
H8 -3.3428 5.8043 -2.3106
H9 -2.6790 3.7362 -1.5844
H10 -2.6647 4.5330 -0.0411
H11 -0.4681 3.8417 -1.5485
H12 -0.4948 6.1899 -2.4228
C5 1.3494 -4.4021 1.3556
C6 2.0621 -5.3096 0.3962
O5 1.2189 -5.6936 -0.6417
O6 1.1276 -3.0324 0.9090
H13 1.8879 -4.4745 2.3005
H14 0.3719 -4.7680 1.6697
H15 2.2151 -6.2538 0.9188
H16 3.0603 -5.0085 0.0781
H17 0.6087 -6.2958 -0.2096
H18 0.6804 -3.0562 0.0598
C7 -0.1843 3.2929 -3.9018
C8 -0.1227 2.4944 -5.2396
O7 -0.8788 1.2870 -5.0579
O8 0.1368 2.5209 -2.7112
H19 -1.2265 3.5557 -3.7209
H20 0.4625 4.1643 -3.7988
H21 0.9379 2.3533 -5.4479
H22 -0.5906 3.0610 -6.0447
H23 -1.1947 1.0913 -5.9430
H24 -0.4840 1.7897 -2.6735
C9 -5.2222 -3.3671 2.6387
C10 -4.7874 -3.1049 1.1468
O9 -4.1610 -1.8202 1.0996
O10 -4.1177 -3.8467 3.4463
H25 -5.9516 -4.1769 2.6578
H26 -5.7989 -2.5293 3.0305
H27 -5.6474 -3.1869 0.4822
H28 -4.2907 -3.8623 0.5404
H29 -3.2171 -1.8596 1.2700
H30 -4.1090 -3.3523 4.2692
C11 2.1588 -0.8658 3.5972
C12 2.6026 -0.5768 4.9968
O11 3.8288 0.1566 5.0771
O12 3.0840 -1.1729 2.5829
H31 1.5253 -0.0685 3.2085
H32 1.5695 -1.7631 3.4083
H33 2.7345 -1.5273 5.5137
H34 1.8237 -0.0517 5.5497
H35 4.4935 -0.2851 4.5435
H36 2.6612 -1.1270 1.7223
C13 -4.5803 1.2386 -0.7580
C14 -5.9459 2.0328 -0.9759
O13 -6.8706 1.4724 -1.8349
O14 -3.6238 1.6065 -1.7206
H37 -4.5843 0.1636 -0.5778
H38 -4.0616 1.5015 0.1639
H39 -5.7800 3.0179 -1.4120
H40 -6.5134 2.2607 -0.0736
H41 -7.5841 2.1133 -1.8746
H42 -3.0555 0.8328 -1.7189
C15 4.4167 -3.7034 -2.3694
C16 3.2296 -4.2423 -3.1144
O15 3.5917 -4.6761 -4.3202
O16 3.8410 -2.9766 -1.2586
H43 5.0526 -3.0739 -2.9919
H44 5.1051 -4.4888 -2.0573
H45 2.5339 -3.4045 -3.0672
H46 2.7156 -4.9708 -2.4874
H47 2.7452 -4.8363 -4.7438
H48 3.4221 -2.1313 -1.4361
C17 -0.6046 5.3769 2.6630
C18 0.3635 4.3621 3.1882
O17 1.5399 5.0082 3.7196
O18 -0.9764 6.3462 3.6794
H49 -1.5584 4.9209 2.3975
H50 -0.1405 5.8381 1.7913
H51 0.6994 3.7682 2.3382
H52 -0.0231 3.7227 3.9819
H53 1.7403 4.6772 4.5982
H54 -0.1624 6.7417 3.9997
C19 -1.4091 -3.2598 -2.3821
C20 -1.4623 -1.7946 -1.9946
O19 -2.5504 -1.0189 -2.2865
O20 -2.2049 -4.0699 -1.4916
H55 -0.3469 -3.5032 -2.4057
H56 -1.6916 -3.4589 -3.4159
H57 -0.7353 -1.0328 -2.2761
H58 -1.3921 -1.8101 -0.9070
H59 -2.8712 -1.2776 -3.1536
H60 -3.0700 -3.6815 -1.3418
C21 4.5744 1.3985 1.4358
C22 5.5671 2.5677 1.6883
O21 5.3177 3.3491 2.8515
O22 4.6935 1.0917 0.0983
H61 3.5560 1.6344 1.7444
H62 4.8411 0.4212 1.8382
H63 5.6601 3.2198 0.8199
H64 6.5438 2.1036 1.8255
H65 5.5508 2.8539 3.6402
H66 4.4250 1.8986 -0.3472
C23 2.5091 0.0178 -3.9398
C24 2.9449 -0.2519 -5.3579
O23 2.5212 -1.5348 -5.7353
O24 3.3392 -0.6860 -2.9638
H67 1.4667 -0.2631 -3.7893
H68 2.5663 1.1018 -3.8411
H69 3.9463 0.0003 -5.7068
H70 2.4340 0.2846 -6.1575
H71 3.0676 -2.2291 -5.3597
H72 4.1162 -0.1441 -2.8084
C25 -1.9951 -1.7689 4.0196
C26 -2.3466 -1.5978 5.5281
O25 -3.7283 -2.0319 5.8145
O26 -1.3616 -2.9768 3.7733
H73 -1.3109 -0.9387 3.8447
H74 -2.7646 -1.5284 3.2860
H75 -2.3134 -0.5550 5.8436
H76 -1.5835 -2.1024 6.1208
H77 -3.9167 -1.7809 6.7218
H78 -1.9406 -3.6096 3.3420

Cartesian forces (eV/Å) of the 6 atoms listed first:
1.65 -0.56 2.63
-0.68 0.45 -1.56
-0.01 -0.80 0.04
0.21 0.63 -0.64
0.61 0.47 -0.30
-0.91 -0.07 -0.32

Values from the calculation:
E_tot	-2993.2405	hartree
LUMO energy	0.2	eV
relative energy (zero: lowest compared OMol25 entry of this formula, charge and spin)	160.1	kcal per mole
orbital gap	9.54	eV
E_HOMO	-9.344	eV

***

No. 2
ORCA calculation (ωB97M-V/def2-TZVPD) on a cluster of 13 separate species, C26H78O26 in total at a distorted geometry.

Element x y z (Å)
C1 9.0335 -34.4212 8.0492
C2 9.6212 -32.9897 8.1750
O1 10.0398 -32.4661 6.9642
O2 9.8181 -35.3464 7.3480
H1 8.1317 -34.5337 7.4474
H2 8.7770 -34.8249 9.0287
H3 10.5154 -32.9790 8.7981
H4 8.9710 -32.2205 8.5917
H5 9.2928 -32.5903 6.3742
H6 9.4268 -36.2109 7.4933
C3 8.4202 -25.5218 6.5597
C4 7.1706 -26.4215 7.0831
O3 6.0635 -26.2036 6.2771
O4 8.9115 -25.9404 5.2740
H7 9.2469 -25.4414 7.2655
H8 8.1053 -24.4843 6.4480
H9 6.7952 -26.2030 8.0828
H10 7.4781 -27.4630 6.9890
H11 5.5836 -25.4855 6.6962
H12 9.5612 -25.2890 5.0000
C5 10.3934 -32.3527 17.0890
C6 10.7119 -32.1680 18.5615
O5 10.8216 -33.4207 19.1875
O6 11.5720 -32.8340 16.3452
H13 10.0054 -31.4354 16.6462
H14 9.6190 -33.0991 16.9122
H15 9.9540 -31.5466 19.0384
H16 11.6966 -31.7036 18.6155
H17 9.9138 -33.7164 19.2880
H18 11.9305 -33.5108 16.9240
C7 9.5520 -27.9150 11.7398
C8 10.8081 -28.1278 12.7000
O7 11.0032 -29.5189 12.9205
O8 8.3880 -28.1438 12.5425
H19 9.4764 -28.4648 10.8016
H20 9.6096 -26.8485 11.5225
H21 10.7517 -27.6742 13.6895
H22 11.6917 -27.6901 12.2355
H23 10.2962 -29.8749 13.4638
H24 8.2469 -29.0916 12.6011
C9 8.2261 -21.6275 12.6006
C10 9.1231 -20.6036 13.3255
O9 8.4012 -20.2197 14.5616
O10 7.0457 -21.2007 11.9152
H25 7.7981 -22.4350 13.1946
H26 8.8763 -22.1527 11.9009
H27 9.4292 -19.7522 12.7176
H28 10.0271 -21.1476 13.5995
H29 8.1060 -20.9980 15.0397
H30 6.2797 -21.4618 12.4316
C11 7.1702 -25.5360 16.2283
C12 8.0985 -24.2916 16.5990
O11 7.2457 -23.1566 16.7006
O12 7.8425 -26.7468 16.1552
H31 6.7067 -25.3111 15.2677
H32 6.3532 -25.6365 16.9427
H33 8.7768 -24.0804 15.7724
H34 8.6954 -24.3958 17.5051
H35 6.7688 -23.3485 17.5113
H36 7.9073 -26.9025 15.2102
C13 13.8177 -22.4151 14.9120
C14 13.6602 -21.6692 16.2570
O13 12.4286 -20.9235 16.3655
O14 12.6524 -23.2058 14.7224
H37 14.6730 -23.0748 14.7656
H38 13.9300 -21.7611 14.0473
H39 14.4721 -20.9419 16.2650
H40 13.7996 -22.4294 17.0256
H41 11.7552 -21.3016 15.7953
H42 12.7437 -24.0783 15.1122
C15 15.9160 -24.9158 10.0198
C16 17.1824 -24.1497 10.5462
O15 17.0725 -22.8215 10.1542
O16 15.7780 -24.9540 8.6338
H43 14.9479 -24.5918 10.4016
H44 15.9191 -25.9363 10.4029
H45 18.0609 -24.6441 10.1317
H46 17.2777 -24.3524 11.6130
H47 17.9765 -22.5011 10.1136
H48 15.9118 -24.0512 8.3359
C17 4.5457 -32.8138 11.6343
C18 5.2521 -32.4733 12.9990
O17 6.5120 -31.9012 12.7283
O18 5.2644 -33.6125 10.8234
H49 4.3636 -31.9001 11.0686
H50 3.5743 -33.2425 11.8810
H51 5.4085 -33.4131 13.5286
H52 4.6207 -31.8276 13.6094
H53 6.9686 -32.6566 12.3508
H54 4.7106 -33.7540 10.0521
C19 14.9186 -28.1402 18.3153
C20 13.8914 -27.9146 17.2285
O19 14.2545 -26.9287 16.2566
O20 16.0910 -28.7302 17.7046
H55 14.4817 -28.7987 19.0660
H56 15.2817 -27.2326 18.7975
H57 12.9336 -27.5382 17.5876
H58 13.5851 -28.8291 16.7206
H59 15.0532 -27.2727 15.8502
H60 16.7340 -28.8753 18.4025
C21 8.7022 -37.1599 12.5116
C22 9.3922 -36.1251 13.3591
O21 9.2458 -34.8138 12.8558
O22 7.2858 -36.9018 12.3473
H61 8.8380 -38.0330 13.1498
H62 9.1580 -37.2851 11.5294
H63 10.4079 -36.4665 13.5589
H64 8.9843 -36.2241 14.3650
H65 9.8202 -34.2827 13.4122
H66 7.2581 -36.0441 11.9170
C23 2.4731 -27.4642 12.5204
C24 3.2782 -27.4722 11.1973
O23 2.5648 -27.4304 9.9697
O24 1.8105 -26.2514 12.6988
H67 3.1658 -27.6439 13.3425
H68 1.7027 -28.2339 12.5660
H69 3.9504 -28.3284 11.1408
H70 3.9317 -26.5998 11.2030
H71 2.5318 -26.5220 9.6611
H72 1.0875 -26.4134 13.3091
C25 15.4957 -32.4742 13.2182
C26 14.7260 -33.5537 12.4268
O25 15.0150 -33.4373 11.0793
O26 14.9924 -31.1590 13.1524
H73 16.5682 -32.4376 13.0268
H74 15.5115 -32.6086 14.2998
H75 13.6548 -33.3636 12.4937
H76 14.9823 -34.5519 12.7818
H77 15.8767 -33.8021 10.8650
H78 14.0363 -31.1224 13.2300

Cartesian forces (eV/Å) of the 6 atoms listed first:
-1.22 0.11 0.16
0.39 -0.69 0.39
0.24 0.03 -1.45
1.97 -0.29 -0.10
-0.90 1.45 0.32
0.11 0.30 0.42

Values from the calculation:
E_tot	-2993.2546	hartree
LUMO energy	0.0	eV
relative energy (zero: lowest compared OMol25 entry of this formula, charge and spin)	151.2	kcal per mole
orbital gap	9.66	eV
E_HOMO	-9.647	eV

***

Question: Which formula does entry 1 have?
Answer: C26H78O26

***

Question: Which value of relative energy (zero: lowest compared OMol25 entry of this formula, charge and spin) does entry 1 give?
Answer: 160.1 kcal per mole

***

Question: Among the records above, which one has the highest relative energy (zero: lowest compared OMol25 entry of this formula, charge and spin)?
Answer: number 1